Density functional theory data (ωB97M-V/def2-TZVPD) for C9H8ClNO2 as an isolated structure at a distorted geometry.

## Properties
Molar mass, g mol⁻¹: 197.62
Frontier orbital gap, eV: 9.217
Energy relative to the best compared isomer or geometry (same formula, charge and spin), kcal/mol: 93.0
Net charge: 0
2S+1: 1

Last column: Mulliken charge in e.
Geometry (Å):
C -0.710003 -1.218250 -2.467456  -0.4536
C -1.049169 -1.700410 -1.214217  -0.5046
C -0.081392 0.011123 -2.583656  -0.4570
C -0.744404 -0.968554 -0.080987  -0.4844
C 0.215905 0.751743 -1.453531  -0.4026
C -0.099133 0.261310 -0.188549  0.4940
C 0.229847 1.049652 1.005040  -0.1291
C 0.602546 0.499492 2.134061  -0.5975
C 0.826277 1.638746 3.668999  -0.2801
N 1.800600 2.577986 3.169609  0.9012
O 1.416269 3.507307 2.501043  -0.5105
O 2.957915 2.309486 3.410574  -0.5744
Cl -0.728277 2.346676 4.010805  -0.1263
H -0.943056 -1.794588 -3.350839  0.3686
H -1.553585 -2.650010 -1.115371  0.3745
H 0.174815 0.397567 -3.561224  0.3690
H -1.032255 -1.338808 0.892044  0.3894
H 0.710276 1.707868 -1.546555  0.3855
H 0.173834 2.127454 0.899365  0.3997
H 0.762472 -0.518013 2.418563  0.3866
H 1.218274 1.015334 4.465830  0.4518

Forces on atoms 1 to 2 (eV/Å):
C 0.0 0.0 0.0
C 0.0 -0.1 0.0